Molecular formula: C32H24BCoF17NO4S
Method: DFT, ωB97M-V with the def2-TZVPD basis set

```
81
Properties=species:S:1:pos:R:3:forces:R:3
Co 0.20783 -0.50233 0.21353 -1.1 -0.1 0.0
S 0.14708 -2.30989 1.61285 0.1 -0.2 -0.1
F 2.14864 -1.58473 -3.07758 0.1 0.0 0.0
F -2.54860 -1.02408 -2.68341 -0.1 0.0 0.1
F 1.98861 -7.46745 -0.70531 0.0 0.0 0.0
F -0.03033 -7.37011 1.13176 0.0 0.0 0.0
F -0.88180 2.60595 4.23295 0.0 0.1 0.0
F 2.35107 -2.81389 -0.55748 0.2 0.1 0.1
F -0.84585 -5.04403 2.13159 0.0 0.0 0.0
F 3.14932 -5.13294 -1.51825 -0.1 0.0 0.0
F 0.98012 -3.39685 -2.91102 -0.1 -0.1 -0.1
F -3.30884 1.26410 2.06910 -0.1 0.0 0.1
F -2.55370 2.44488 0.43056 -0.1 0.0 -0.1
F -2.60797 3.27518 2.41965 0.0 0.1 0.0
F -1.83742 -3.02496 -2.32600 0.0 -0.1 0.0
F -1.36470 0.52498 4.05951 0.0 0.0 0.0
F -1.71240 -2.18519 -4.30319 -0.1 0.0 -0.1
F 0.65713 1.18951 3.69090 0.0 0.0 0.0
F 0.87634 -2.21338 -4.69570 0.0 0.0 -0.1
O 2.94126 -0.53007 1.47452 0.2 0.0 0.1
O -0.91307 0.30050 1.50336 0.5 0.1 0.5
O 2.76135 0.41054 -0.59731 0.5 -0.1 0.2
O -0.01022 -1.57191 -1.29228 0.4 -0.1 -0.2
N 0.02586 1.10279 -0.77246 0.3 0.6 0.0
C 1.70616 -3.89259 -0.11247 0.2 0.1 -0.1
C 4.57980 1.06841 2.09186 0.0 0.1 0.0
C 4.77268 1.70608 -0.66721 0.0 0.1 0.0
C 1.56259 -6.28248 -0.21891 0.1 -0.1 -0.1
C 4.17851 0.33938 -0.36290 -0.3 0.0 0.1
C -2.35903 2.14073 1.71995 0.1 -0.2 0.0
C -0.12115 1.23782 -2.12607 0.1 0.1 0.1
C -0.48667 1.93569 -6.43858 0.0 0.0 0.1
C 1.46865 4.51637 1.32208 0.0 0.0 0.1
C -0.45841 2.75421 -4.03665 0.0 0.1 0.1
C 0.54994 -6.22525 0.71254 -0.1 0.0 0.1
C 0.53645 3.66416 1.89210 0.0 0.0 0.0
C 1.97554 4.15566 0.07865 0.0 0.0 -0.1
C 0.06749 2.51234 1.25694 0.0 0.1 0.1
C -0.36140 1.70941 -4.95176 -0.1 0.0 0.0
C 5.22115 -1.24511 1.41569 0.0 0.0 0.0
C -0.22939 0.43949 -4.41864 -0.1 0.0 0.0
C 1.92396 5.76341 2.04104 0.0 -0.1 0.0
C 1.50743 3.03307 -0.57335 0.0 0.1 0.0
C -0.63344 1.49081 3.49279 -0.1 -0.2 -0.2
C 4.26896 -0.09014 1.15077 -0.1 0.1 0.0
C 0.49559 2.21170 -0.04556 0.0 -0.1 -0.3
C -0.35044 2.52517 -2.68488 -0.1 0.0 -0.1
C 0.95367 -2.12578 -3.34573 0.0 0.1 0.3
C -1.57345 -1.89352 -2.98422 0.2 0.0 0.1
C 0.69632 -3.78068 0.83985 -0.2 0.2 0.2
C 4.75580 -0.67650 -1.34194 0.0 0.0 0.0
C -0.13215 0.16436 -3.04966 -0.1 0.0 -0.2
C -0.92480 1.57340 1.94460 -0.1 0.0 0.2
C 2.14000 -5.10090 -0.62708 0.1 0.1 -0.1
C 0.13980 -5.00610 1.21725 -0.1 -0.1 0.1
C -0.16686 -1.30349 -2.60307 0.2 -0.1 -0.1
B 2.07576 -0.17694 0.46375 -0.3 -0.3 -0.6
H -1.52419 2.11998 -6.73814 0.0 0.0 0.0
H 6.23787 -0.99690 1.09714 0.0 0.0 0.0
H 5.84944 1.71924 -0.47090 0.0 0.0 0.0
H 4.29088 2.48880 -0.08295 0.0 0.0 0.0
H -0.22310 -0.38917 -5.11336 0.0 0.0 0.0
H 5.57494 1.48461 1.91211 0.0 0.0 0.0
H 1.07436 6.39178 2.32065 0.0 0.0 0.0
H 2.58478 6.35906 1.40763 0.0 0.0 0.0
H 0.16474 3.91144 2.87674 0.0 0.0 0.0
H 4.53007 0.70215 3.11916 0.0 0.0 0.0
H -0.13855 1.06280 -6.99460 0.0 0.0 0.0
H 0.10131 2.79787 -6.76500 0.0 0.0 0.0
H 3.83454 1.85952 1.98307 0.0 0.0 0.0
H 2.46678 5.52680 2.96058 0.0 0.0 0.0
H 4.32167 -1.65984 -1.19805 0.0 -0.1 0.0
H 4.89402 -2.14326 0.89450 0.0 0.0 0.0
H 4.60995 1.92753 -1.72454 0.0 0.0 0.0
H 1.92163 2.75270 -1.53162 0.0 0.1 0.0
H -0.46448 3.35808 -2.00439 0.0 0.0 0.0
H 5.23393 -1.45964 2.48625 0.0 0.0 0.0
H 5.84428 -0.74374 -1.25768 0.0 0.0 0.0
H 2.75313 4.75936 -0.38364 0.0 0.0 0.0
H -0.63032 3.76921 -4.38799 0.0 0.0 0.0
H 4.49680 -0.35541 -2.35213 0.0 0.0 0.0
```
Forces are in eV/Å.

Properties
- multiplicity = 1
- HOMO level (eV) = -1.54
- E_LUMO (eV) = 4.346
- charge = -2

Molecular formula: C5H25NO7
Method: DFT, ωB97M-V with the def2-TZVPD basis set

```
38
Properties=species:S:1:pos:R:3:forces:R:3
O -0.81059 1.41426 3.12593 1.7 2.1 0.3
O -2.78557 -0.23249 2.41398 -2.6 1.0 0.0
O -2.57139 1.25235 0.55600 0.9 1.7 0.8
O 1.06408 -3.57525 0.82140 0.2 0.2 0.1
O 2.78207 -0.53391 1.69687 3.3 1.2 -0.1
O -0.87612 3.24960 0.96698 1.3 -0.8 3.6
O 1.01272 -3.25351 -1.77277 2.6 1.2 -0.6
N 1.81757 0.76575 -0.57249 -2.9 0.2 -1.8
C 2.46080 1.90376 0.05256 1.4 -1.5 1.7
C 0.09584 -0.19450 -2.19159 0.2 0.4 3.2
C -1.00130 -1.07230 -1.56712 0.3 -0.7 -0.4
C 0.53982 1.08515 -1.32295 1.3 1.0 -1.8
C -2.18277 -1.20813 -2.16048 1.3 0.8 0.9
H -1.55836 0.87183 3.22035 -2.0 -1.4 0.0
H 1.27945 -3.60771 -0.13509 -0.2 0.0 0.5
H -0.18942 0.29896 -3.07838 -0.8 -0.3 -1.4
H -2.68625 -1.11078 2.08912 0.1 -1.0 -0.3
H 3.55732 1.56541 0.07723 -1.3 1.3 0.0
H -2.25189 1.46791 -0.32979 -0.2 0.2 0.3
H -2.49064 -0.52054 -2.90672 -0.3 0.2 -0.9
H -3.50625 0.17671 1.80353 2.2 -0.9 1.4
H 3.60823 -1.02477 1.45652 -0.8 0.9 0.3
H 2.27140 2.78562 -0.56942 0.3 -0.1 0.4
H -0.82592 -1.82854 -0.72463 0.3 1.6 -1.1
H 2.19076 2.04328 1.16239 0.1 0.2 -1.6
H 0.67561 1.96919 -2.13958 0.5 -2.0 1.7
H -2.07064 1.91481 1.19752 -1.3 -1.7 -2.4
H 1.57238 -0.02332 0.02598 0.6 0.7 0.1
H 0.95349 -0.87976 -2.36917 -0.2 1.3 0.0
H 0.28261 -3.01264 0.84187 0.0 -0.1 0.1
H 1.41318 -2.41953 -2.14779 -0.4 -1.6 0.7
H -0.12822 0.82641 2.83296 0.7 -0.5 -0.2
H -0.27110 1.60210 -0.74213 0.3 -1.3 -0.1
H -0.16931 2.71596 0.56752 -0.2 0.4 0.0
H -2.82976 -1.90648 -1.73621 -1.4 -0.9 0.3
H -0.70927 2.95744 1.99163 -0.7 1.0 -3.1
H 2.18519 -1.22256 1.68924 -2.4 -2.6 0.2
H 0.15226 -3.23977 -2.12327 -1.9 -0.2 -0.7
```
Forces are in eV/Å.

Properties
- multiplicity = 1
- HOMO level (eV) = -8.92
- E_LUMO (eV) = 0.170
- ΔE to the lowest compared entry with this formula, charge and spin (kJ/mol) = 338.25

Total energy? In order: -138596.0840; -21410.0366 eV.